8 unconnected molecules or ions with the total composition C33H25Cl12F5, computed with ωB97M-V/def2-TZVPD.

Output
Structure (SMILES)   ClC(Cl)(Cl)Cl.ClC(Cl)(Cl)Cl.ClC(Cl)(Cl)Cl.Fc1ccccc1.Fc1ccccc1.Fc1ccccc1.Fc1ccccc1.Fc1ccccc1
E   -198479.3621 eV
F_max   0.0838 Eh/bohr

ORCA input file:
```
! RIJCOSX wB97M-V def2-TZVPD def2/J DEFGRID3
* xyz 0 1
Cl 5.425 -4.749 6.945
C 3.851 -4.374 7.723
Cl 3.946 -2.658 8.049
Cl 2.492 -4.671 6.564
Cl 3.507 -5.235 9.315
Cl -2.389 -0.655 9.750
C -3.309 -0.684 8.222
Cl -2.290 0.039 6.974
Cl -3.836 -2.308 7.951
Cl -4.779 0.326 8.558
Cl -12.232 0.760 2.189
C -10.698 1.305 2.752
Cl -9.669 0.035 3.377
Cl -9.755 2.165 1.499
Cl -10.949 2.520 4.089
F 4.077 1.124 -10.032
C 4.851 1.213 -8.935
C 4.610 2.099 -7.880
C 5.481 2.163 -6.832
C 6.599 1.302 -6.726
C 6.914 0.413 -7.740
C 6.000 0.362 -8.828
H 3.808 2.815 -7.982
H 5.203 2.913 -6.107
H 7.079 1.357 -5.760
H 7.769 -0.245 -7.683
H 6.137 -0.466 -9.508
F 0.904 -1.786 -1.566
C -0.178 -1.224 -1.074
C -0.940 -1.918 -0.141
C -2.130 -1.338 0.328
C -2.597 -0.184 -0.267
C -1.838 0.470 -1.251
C -0.630 -0.061 -1.648
H -0.516 -2.789 0.338
H -2.803 -1.674 1.103
H -3.540 0.221 0.069
H -2.123 1.379 -1.759
H -0.065 0.318 -2.486
F -5.331 6.939 -7.122
C -4.638 6.029 -7.721
C -3.672 6.421 -8.672
C -2.892 5.455 -9.351
C -3.032 4.146 -8.954
C -3.848 3.763 -7.889
C -4.687 4.677 -7.347
H -3.590 7.432 -9.045
H -2.250 5.634 -10.200
H -2.424 3.333 -9.325
H -3.830 2.734 -7.560
H -5.413 4.397 -6.598
F 4.669 -9.218 1.988
C 5.444 -10.084 2.629
C 5.095 -10.440 3.895
C 6.003 -11.241 4.676
C 7.209 -11.615 4.128
C 7.500 -11.326 2.788
C 6.635 -10.531 2.057
H 4.140 -10.193 4.334
H 5.773 -11.525 5.692
H 7.704 -12.358 4.736
H 8.349 -11.706 2.239
H 6.898 -10.101 1.101
F -1.130 7.892 7.637
C -1.915 7.331 6.666
C -3.169 6.765 6.949
C -3.871 6.197 5.872
C -3.329 6.160 4.587
C -2.041 6.699 4.315
C -1.348 7.265 5.411
H -3.484 6.739 7.982
H -4.835 5.750 6.068
H -3.973 5.738 3.831
H -1.706 6.794 3.293
H -0.396 7.767 5.317
*
```

Mulliken population analysis, charges in e, atoms 1 to 8: Cl -0.087; C 0.354; Cl -0.084; Cl -0.089; Cl -0.095; Cl -0.108; C 0.376; Cl -0.079